{"formula": "C3H7N2O", "method": "ωB97M-V/def2-TZVPD", "homo_energy_ev": -14.443, "e_tot_ha": -302.97540, "total_charge": 1, "gap_ha": 0.385, "e_above_lowest_ev": 1.7583, "largest_force_ev_per_a": 3.7, "elements": ["C", "N", "H", "H", "H", "C", "H", "H", "H", "C", "H", "N", "O"], "positions_angstrom": [[1.603, 0.889, 1.128], [0.737, 0.979, 0.007], [1.692, -0.646, 2.433], [-0.441, -0.409, -1.121], [0.214, 1.816, -0.443], [0.377, -0.280, -0.461], [0.806, -2.183, 0.524], [-3.538, 0.624, -1.951], [-3.191, -0.805, -2.187], [0.797, -1.136, 0.526], [2.347, 1.510, 1.827], [1.413, -0.417, 1.472], [-2.816, 0.058, -1.755]], "atomic_forces_ev_per_a": [[-2.3, -0.9, -0.1], [0.8, 2.1, -0.4], [0.2, -0.8, -0.9], [-0.2, 0.0, -1.0], [2.1, -1.4, 1.2], [0.2, 0.7, 3.1], [-0.4, -1.2, 0.3], [-1.0, 1.4, -0.1], [1.3, 2.1, 1.3], [-0.5, 0.2, -1.2], [-2.4, -0.7, -2.2], [2.4, 2.0, 1.2], [-0.2, -3.5, -1.1]], "nbo_charge": [0.2155, -0.4829, 0.4609, 0.2818, 0.4835, -0.0268, 0.2559, 0.4793, 0.4828, -0.0375, 0.3027, -0.4568, -0.9584]}